No. 1
Formula: C3H5HgO3
Source: OMol25
Level of theory: the ωB97M-V functional and the def2-TZVPD basis

Computed properties:
**E_HOMO (alpha / beta)**: -13.3 / -14.0 eV
**Energy above the lowest of the compared OMol25 structures with the same formula, charge and spin**: 133.2 kcal per mole
**HOMO-LUMO gap (alpha / beta)**: 6.866 / 7.662 eV
**E_tot**: -495.84210 hartree

Geometry as ORCA input:
```
! wB97M-V def2-TZVPD RIJCOSX def2/J DEFGRID3
* xyz 1 1
H -1.6624 0.5877 0.6011
C -0.8509 0.2851 1.2995
C 0.3942 0.8453 0.7100
O 0.4650 0.8529 -0.7551
C 0.6319 -0.2892 -1.3198
O 0.5601 -0.1697 -2.6100
Hg 0.6234 -1.7204 0.3302
O -0.9384 -1.1203 1.2757
H -0.7283 0.5273 2.3761
H -1.4900 1.9715 1.6680
H 1.2971 1.1121 1.2598
H 0.3458 -1.0175 -3.0193
*
```

***

No. 2
Formula: CH5NO
Source: OMol25
Level of theory: the ωB97M-V functional and the def2-TZVPD basis

Computed properties:
**E_HOMO**: -9.6 eV
**Energy above the lowest of the compared OMol25 structures with the same formula, charge and spin**: 18.5 kcal per mole
**HOMO-LUMO gap**: 10.597 eV
**E_tot**: -171.05265 hartree

Geometry as ORCA input:
```
! wB97M-V def2-TZVPD RIJCOSX def2/J DEFGRID3
* xyz 0 1
N 0.0054 -0.7635 -0.7273
C 0.3458 0.3834 0.0677
O -0.0937 0.6406 1.3318
H 0.3151 -1.7160 -0.8211
H -1.0171 -0.8328 -0.6742
H 0.0361 1.2856 -0.5572
H 1.4681 0.3232 0.2134
H -1.0598 0.6794 1.1667
*
```

***

Which formula does entry 1 have? C3H5HgO3

***

What is the formula in the first record? C3H5HgO3

***

Which of these has the lowest energy above the lowest of the compared OMol25 structures with the same formula, charge and spin? CH5NO